No. 1
One molecule with the formula C3H5NO2S at a distorted geometry. Source: the OMol25 dataset; level of theory: ωB97M-V/def2-TZVPD.

Atoms and positions in Å:
N  -0.1788  -2.0862  -0.2655
C  0.4916  -0.7770  -0.2011
C  -0.3582  0.2615  0.6546
O  -1.1324  -0.0976  1.5084
C  -0.2180  1.6865  0.1112
O  1.0057  1.9839  -0.3776
S  -1.6242  2.2419  -0.3169
H  -1.2443  -2.0889  -0.1394
H  0.1149  -2.7918  0.4472
H  0.5908  -0.3169  -1.1152
H  1.4211  -0.8958  0.3689
H  1.1317  2.8802  -0.6746

Values from the calculation:
HOMO-LUMO gap = 8.49 eV


No. 2
One molecule with the formula C3H5NO2S at a distorted geometry. Source: the OMol25 dataset; level of theory: ωB97M-V/def2-TZVPD.

Atoms and positions in Å:
C  0.0659  -0.3600  0.4817
C  -0.0663  -1.6066  -0.3489
C  -0.9176  -0.0960  1.6368
N  1.5059  1.1595  -1.8993
O  1.7348  2.1740  -2.4990
O  0.2020  0.8761  -1.8945
S  -0.8218  -0.3022  -1.0879
H  0.9568  0.3148  0.6189
H  0.5849  -2.3317  -0.5964
H  -1.2295  0.9447  1.4440
H  -0.3309  0.0752  2.5679
H  -1.6841  -0.8480  1.5766

Values from the calculation:
HOMO-LUMO gap = 9.23 eV


No. 3
One molecule with the formula C3H5NO2S at a distorted geometry. Source: the OMol25 dataset; level of theory: ωB97M-V/def2-TZVPD.

Atoms and positions in Å:
O  1.4695  -2.1305  -0.2610
C  1.0323  -1.0103  -0.1422
O  1.5115  0.0641  -0.6500
C  0.7317  1.1801  -0.2096
C  -0.6098  0.6095  0.1957
N  -0.3109  -0.6523  0.6021
S  -1.4661  -1.8726  0.8362
H  0.6396  2.0369  -1.0055
H  1.3212  1.7261  0.5652
H  -1.0856  1.2493  1.0477
H  -1.5592  0.7488  -0.4630
H  -1.6743  -1.9491  -0.5156

Values from the calculation:
HOMO-LUMO gap = 10.23 eV


No. 4
One molecule with the formula C3H5NO2S at a distorted geometry. Source: the OMol25 dataset; level of theory: ωB97M-V/def2-TZVPD.

Atoms and positions in Å:
O  2.0698  -1.0284  0.2180
C  0.9523  -0.5406  0.1796
N  -0.1100  -1.2284  -0.3729
S  -1.5835  -0.3849  -0.2043
C  -0.8556  0.7708  0.9140
C  0.6205  0.9239  0.3700
O  0.7561  1.6935  -0.8140
H  -0.1126  -2.2375  -0.4540
H  -0.8787  0.3644  1.9381
H  -1.4065  1.7134  0.8765
H  1.3482  1.3747  1.0391
H  0.2454  1.2967  -1.5350

Values from the calculation:
HOMO-LUMO gap = 9.34 eV


No. 5
One molecule with the formula C3H5NO2S at a distorted geometry. Source: the OMol25 dataset; level of theory: ωB97M-V/def2-TZVPD.

Atoms and positions in Å:
C  0.4653  0.4608  0.4295
C  1.5687  0.7023  -0.3544
C  -0.7972  0.0384  -0.1885
N  4.4852  -0.9974  -0.3969
O  4.4197  -1.2190  0.7918
O  3.9793  0.0866  -0.7478
S  3.0920  1.0574  0.4113
H  0.6369  0.2874  1.4928
H  1.4749  0.6701  -1.4168
H  -1.7378  -0.0654  0.4212
H  -0.7571  -0.9869  -0.4988
H  -1.2680  0.7222  -1.0195

Values from the calculation:
HOMO-LUMO gap (spin up / spin down) = 6.74 / 6.99 eV
Spin multiplicity = 3


No. 6
A 2-piece molecular cluster, C3H5NO3 overall at a distorted geometry. Source: the OMol25 dataset; level of theory: ωB97M-V/def2-TZVPD.

Atoms and positions in Å:
C  -2.0449  -0.3363  0.8694
C  -0.9160  0.3102  1.1818
N  0.2954  0.4732  1.2023
O  1.0345  0.6898  0.2173
O  0.9957  0.6878  2.5448
H  -2.9424  0.2192  0.9344
H  -2.1296  -1.4850  0.6811
H  2.0197  0.6894  2.2473
C  0.9441  -0.3491  -2.5000
O  -0.2411  -0.3865  -2.6859
H  1.5090  -1.1258  -1.9376
H  1.4756  0.6131  -2.7549

Values from the calculation:
HOMO-LUMO gap (spin up / spin down) = 9.61 / 9.61 eV


No. 7
One molecule with the formula C3H5NO3. Source: the OMol25 dataset; level of theory: ωB97M-V/def2-TZVPD.

Atoms and positions in Å:
N  -1.1916  0.2121  1.1111
C  0.0694  -0.2634  1.2828
O  0.6080  -0.3965  2.3655
C  0.8295  -0.7092  0.0370
O  0.1059  -0.6763  -1.2007
C  -0.0058  0.5230  -1.7857
O  0.3325  1.5694  -1.2975
H  -1.5067  0.5247  0.2076
H  -1.6082  0.6537  1.9172
H  1.7302  -0.0955  -0.0446
H  1.1111  -1.7522  0.1806
H  -0.4743  0.4103  -2.7733

Values from the calculation:
HOMO-LUMO gap = 10.87 eV


No. 8
A 2-piece molecular cluster, C3H5NO3 overall at a distorted geometry. Source: the OMol25 dataset; level of theory: ωB97M-V/def2-TZVPD.

Atoms and positions in Å:
N  1.1566  -1.3760  -0.3226
C  0.5483  -0.5756  0.6131
O  1.1051  0.3078  1.2223
C  -0.8745  -0.7904  0.9190
O  -1.3940  1.1894  -0.0965
C  -0.4491  1.8020  -0.7876
O  0.7434  1.5755  -0.8091
H  0.6067  -1.8376  -1.0354
H  1.9870  -0.9225  -0.6842
H  -1.3189  -1.7913  0.7518
H  -1.2993  -0.1922  1.7006
H  -0.8112  2.6109  -1.4713

Values from the calculation:
HOMO-LUMO gap (spin up / spin down) = 7.67 / 6.95 eV


No. 9
C3H5NO3 as an isolated structure at a distorted geometry. Source: the OMol25 dataset; level of theory: ωB97M-V/def2-TZVPD.

Atoms and positions in Å:
C  0.7584  0.2906  -0.5063
C  -1.0252  -0.2191  0.5996
C  0.0915  0.4353  1.3612
H  0.2448  -0.8570  -2.2763
H  -1.7348  0.5842  0.1457
H  -1.7268  -1.0860  0.9763
H  -0.4204  1.0016  2.0972
H  0.5548  -0.4996  1.9387
N  1.4943  0.3554  -1.6037
O  1.2651  -0.8437  -2.4228
O  -0.2643  -0.4879  -0.6199
O  0.7626  1.3263  0.3103

Values from the calculation:
HOMO-LUMO gap = 9.29 eV


No. 10
One molecule with the formula C3H5NO3 at a distorted geometry. Source: the OMol25 dataset; level of theory: ωB97M-V/def2-TZVPD.

Atoms and positions in Å:
C  -0.2624  -0.9064  1.5341
C  -0.4251  -0.8991  0.2554
C  -0.4462  0.3974  -0.4947
N  0.6961  0.3878  -1.4137
O  0.6707  -0.2459  -2.4449
O  1.6768  1.0260  -1.0389
O  -0.2791  1.4604  0.3572
H  -0.1510  -1.8000  2.0569
H  -0.3230  -0.0132  2.2989
H  -0.4975  -1.7557  -0.4407
H  -1.3826  0.7432  -1.0501
H  0.7233  1.6055  0.3806

Values from the calculation:
HOMO-LUMO gap (spin up / spin down) = 9.04 / 6.83 eV
Spin multiplicity = 3


No. 11
C3H5NO3S as an isolated structure at a distorted geometry. Source: the OMol25 dataset; level of theory: ωB97M-V/def2-TZVPD.

Atoms and positions in Å:
C  -0.2299  -0.5100  0.0561
C  0.7537  0.5237  0.5197
C  -1.1268  0.5950  -0.2985
N  -0.3089  1.5477  0.4797
O  0.0031  2.8444  -0.0431
O  -3.6681  -0.0290  -1.0914
O  -3.0218  -0.8821  1.0656
S  -3.0644  0.3535  0.2371
H  0.0587  -1.2941  -0.8044
H  -0.6283  -1.0891  0.8758
H  0.9150  0.1744  1.5711
H  1.7700  0.6668  0.1521
H  -1.2037  0.6331  -1.4458

Values from the calculation:
Total charge = -2
HOMO-LUMO gap = 4.84 eV


No. 12
A 2-piece molecular cluster, C3H5NO5 overall at a distorted geometry. Source: the OMol25 dataset; level of theory: ωB97M-V/def2-TZVPD.

Atoms and positions in Å:
N  0.4873  3.0842  1.3502
O  -0.6343  3.4469  0.9230
O  1.5377  3.7699  1.0455
C  -1.0802  -1.6792  -1.1728
C  0.3434  -1.4302  -0.7469
C  0.4250  -0.4042  0.5687
O  0.6851  -1.0046  1.6097
O  0.2036  0.7443  0.1390
O  0.6348  2.0686  2.0879
H  -1.0996  -2.2564  -2.1049
H  -1.5958  -2.2819  -0.4079
H  -1.6596  -0.7587  -1.3326
H  0.8326  -2.3460  -0.4079
H  0.9200  -0.9526  -1.5509

Values from the calculation:
HOMO-LUMO gap (spin up / spin down) = 7.44 / 6.31 eV


No. 13
C3H5NO5S as an isolated structure at a distorted geometry. Source: the OMol25 dataset; level of theory: ωB97M-V/def2-TZVPD.

Atoms and positions in Å:
C  -2.8188  -2.0678  -0.6134
C  1.1024  0.1850  0.2689
C  -0.3763  0.1949  0.8099
N  -0.5551  -1.1888  0.9600
O  -2.5354  -3.2631  -0.5516
O  -2.2095  -0.3494  2.6337
O  -2.9971  -1.2522  -1.5472
O  -3.1073  -1.3743  0.6132
O  -1.9475  -2.7191  2.4913
S  -1.9008  -1.4688  1.7079
H  1.7227  0.2793  1.2191
H  1.1771  -0.8177  -0.2041
H  1.4795  1.1513  -0.1608
H  -0.5276  0.8778  1.7110
H  -1.1013  0.5810  0.0859

Values from the calculation:
Total charge = -2
HOMO-LUMO gap = 6.99 eV


No. 14
An isolated ion of composition C3H5NO6P and charge -1 at a distorted geometry. Source: the OMol25 dataset; level of theory: ωB97M-V/def2-TZVPD.

Atoms and positions in Å:
H  3.5737  0.9237  0.5104
N  2.5623  0.8746  0.3155
C  2.2473  -0.3621  0.3395
C  0.7555  -0.7861  0.0761
O  0.3775  -0.4128  -1.2681
P  -1.0380  0.4411  -1.3250
O  -1.2887  0.7630  -2.7550
O  -0.8111  1.8829  -0.5596
O  -2.3309  -0.4144  -0.7885
C  -2.4452  -0.4265  0.6514
O  -2.5103  -1.5424  1.1876
O  -2.4882  0.6260  1.3643
H  3.0296  -1.1408  0.5546
H  0.6974  -1.9072  0.1234
H  0.1186  -0.3503  0.8853
H  -0.1965  1.7589  0.1876

Values from the calculation:
Total charge = -1
HOMO-LUMO gap = 7.63 eV


No. 15
One molecule with the formula C3H5NO7S at a distorted geometry. Source: the OMol25 dataset; level of theory: ωB97M-V/def2-TZVPD.

Atoms and positions in Å:
C  0.0005  -0.3890  0.5611
C  0.0657  0.5933  -0.9175
C  -1.3949  -0.2171  1.1574
N  0.4053  -1.7061  0.1376
O  -0.3008  -2.6601  -0.0573
O  1.6167  -1.7208  -0.0673
O  2.8766  1.8690  0.8618
O  0.9584  0.1932  1.3665
O  1.3755  0.8715  -0.9866
O  -0.6231  1.7264  -0.7614
O  -0.3728  -0.2818  -1.8750
S  2.3907  0.6081  0.3634
H  -1.4559  0.7146  1.6955
H  -1.5801  -0.8597  1.9728
H  -2.1834  -0.3676  0.3645
H  -1.5054  1.5641  -1.0405
H  -0.2731  0.0619  -2.7750

Values from the calculation:
HOMO-LUMO gap = 10.26 eV


No. 16
One molecule with the formula C3H5NOS at a distorted geometry. Source: the OMol25 dataset; level of theory: ωB97M-V/def2-TZVPD.

Atoms and positions in Å:
C  -0.7391  -1.1215  -1.9643
N  -0.1028  -0.8950  -0.9174
S  0.8603  0.5085  -0.8573
C  1.0138  0.5004  0.9579
C  -0.2935  0.8583  1.6433
O  -0.5231  1.8437  2.2862
H  -1.3268  -2.0053  -2.0718
H  -0.7773  -0.4877  -2.9149
H  1.2108  -0.5751  1.1517
H  1.7820  1.1944  1.2386
H  -1.1043  0.1792  1.4480

Values from the calculation:
HOMO-LUMO gap = 9.69 eV


No. 17
One molecule with the formula C3H5NOS at a distorted geometry. Source: the OMol25 dataset; level of theory: ωB97M-V/def2-TZVPD.

Atoms and positions in Å:
C  0.8798  -0.5306  0.2626
C  0.6609  1.0264  0.0654
C  -0.4004  -0.7513  -0.4797
N  -0.6503  0.7406  -0.5853
O  -2.9512  -0.1167  -0.2730
S  -1.7549  -0.0312  0.5229
H  1.7298  -0.7863  -0.1888
H  1.0286  -0.9449  1.3577
H  0.7214  1.4578  1.0713
H  1.2794  1.4580  -0.5659
H  -0.5432  -1.5218  -1.1872

Values from the calculation:
HOMO-LUMO gap = 10.04 eV


No. 18
One molecule with the formula C3H5NOS at a distorted geometry. Source: the OMol25 dataset; level of theory: ωB97M-V/def2-TZVPD.

Atoms and positions in Å:
C  2.2328  0.0049  0.1725
O  1.0168  -0.5214  -0.2810
N  -0.0556  0.2686  -0.3135
C  -1.1272  -0.3712  -0.1392
C  -2.3784  0.3819  -0.0640
S  -3.8390  -0.2352  -0.0191
H  2.4138  0.8662  -0.4661
H  3.0057  -0.7565  -0.0884
H  2.1058  0.2954  1.2141
H  -1.0774  -1.3967  0.1351
H  -2.2973  1.4640  -0.1503

Values from the calculation:
HOMO-LUMO gap = 8.18 eV


No. 19
A 2-piece molecular cluster, C3H5NOS overall at a distorted geometry. Source: the OMol25 dataset; level of theory: ωB97M-V/def2-TZVPD.

Atoms and positions in Å:
C  -1.4773  -0.1669  -0.2635
N  -0.1585  -0.6334  -0.5085
C  0.5826  -0.5858  -1.4749
O  1.5391  -0.6559  -2.1516
H  -1.5254  -0.3322  0.8600
H  -1.7288  0.8072  -0.6906
H  -2.1361  -0.8403  -0.7219
C  1.2347  0.6708  1.1272
S  1.2854  -0.0002  2.5778
H  0.3226  1.1267  0.8316
H  2.0617  0.6101  0.4144

Values from the calculation:
HOMO-LUMO gap = 8.59 eV


No. 20
One molecule with the formula C3H5NOS at a distorted geometry. Source: the OMol25 dataset; level of theory: ωB97M-V/def2-TZVPD.

Atoms and positions in Å:
C  0.8865  -1.1357  -0.4297
N  -0.2959  -0.6414  -1.1013
O  -0.1878  0.7822  -1.2126
C  -1.0657  1.5008  -0.3986
C  -1.9157  0.7635  0.3597
S  -1.7267  -0.9725  0.0030
H  0.8975  -2.2391  -0.1841
H  1.7950  -0.8250  -0.9039
H  0.7589  -0.7518  0.6400
H  -0.7471  2.4372  -0.1911
H  -2.5342  1.1213  1.1927

Values from the calculation:
HOMO-LUMO gap = 8.65 eV


Record-wise relative energy (zero: lowest compared OMol25 entry of this formula, charge and spin) values, in eV: 1.7287; 6.8570; 1.5681; 0.7512; 3.3894; 7.9949; 0.6838; 4.5698; 6.3037; 2.9925; 1.1653; 7.4534; 1.0282; 0.0000; 0.1131; 2.0735; 4.1345; 3.5154; 2.2970; 4.2160
Record-wise E_tot values, in Eh: -720.682966; -720.494507; -720.688870; -720.718891; -720.453602; -397.542883; -397.811562; -397.668753; -397.605035; -397.509018; -795.772143; -547.981628; -946.424017; -965.026236; -1096.799252; -645.435477; -645.359736; -645.382489; -645.427264; -645.356740